The following is a DFT calculation (ωB97M-V/def2-TZVPD) of 12 unconnected molecules or ions with the total composition C58H67N5O31.

```
! wB97M-V def2-TZVPD RIJCOSX def2/J DEFGRID3
* xyz 0 1
O 4.4719 -1.7923 4.7367
N 4.4070 -0.7300 4.0889
O 4.3499 0.3672 4.6305
C 4.3213 -0.8364 2.6241
C 4.6745 -2.0633 2.0679
C 4.6651 -2.2736 0.6960
C 4.3214 -1.2515 -0.1599
C 4.0841 0.0082 0.4220
C 4.1667 0.2371 1.8005
H 4.9516 -2.8846 2.7039
H 4.8135 -3.3036 0.3075
H 4.2950 -1.4088 -1.2470
H 3.7596 0.7512 -0.2898
H 4.0177 1.2294 2.2204
O 7.2432 -5.3246 -2.1481
N 6.7806 -4.3995 -2.7466
O 7.4152 -3.5892 -3.3849
C 5.2774 -4.3127 -2.6773
C 4.6169 -5.2778 -1.9664
C 3.2115 -5.1507 -1.7252
C 2.5735 -4.0619 -2.2587
C 3.2514 -3.1220 -2.9982
C 4.6069 -3.2292 -3.2268
H 5.1089 -6.2027 -1.6156
H 2.7834 -5.9214 -1.1112
H 1.5048 -3.8419 -2.1422
H 2.8618 -2.2467 -3.4898
H 5.1424 -2.6317 -3.8723
O 1.0484 -0.6293 4.8139
N 0.9686 -1.6628 5.4584
O 0.4964 -2.7073 5.0294
C 1.3610 -1.5848 6.8815
C 2.0442 -0.4885 7.4077
C 2.1720 -0.4570 8.7628
C 2.0096 -1.5664 9.5446
C 1.3926 -2.6489 9.0322
C 1.0365 -2.6674 7.6812
H 2.2819 0.4004 6.8479
H 2.4696 0.5611 9.1145
H 2.3507 -1.4289 10.6118
H 1.2332 -3.5138 9.6581
H 0.5000 -3.5608 7.3255
O -3.6965 -0.4676 -0.7519
N -3.1293 -1.4683 -0.4361
O -3.5465 -2.6068 -0.6493
C -1.7678 -1.3382 0.1398
C -1.4109 -0.1204 0.6745
C -0.2139 -0.0128 1.2880
C 0.7089 -1.1166 1.2284
C 0.3517 -2.3133 0.6241
C -0.9028 -2.4035 0.1087
H -2.1651 0.6979 0.5889
H 0.0696 0.9601 1.6374
H 1.7688 -1.0308 1.5852
H 1.0495 -3.1039 0.5059
H -1.2468 -3.3381 -0.3456
O -6.8052 3.2823 -2.7032
N -6.2494 2.2011 -2.7838
O -6.3186 1.3628 -1.9038
C -5.3146 2.0471 -3.8678
C -5.0103 0.7254 -4.0793
C -4.1128 0.3950 -5.1038
C -3.5368 1.4467 -5.8292
C -3.8544 2.7529 -5.6002
C -4.8035 3.0876 -4.5913
H -5.3327 -0.0179 -3.4381
H -3.8383 -0.6173 -5.4231
H -2.8434 1.3064 -6.6778
H -3.3463 3.4740 -6.1923
H -5.1796 4.1197 -4.4528
C -4.3803 -5.4595 2.7161
C -3.4865 -4.9255 1.6826
C -2.0269 -5.1021 2.0591
O -1.3942 -5.6931 0.9457
C -2.3174 -5.8708 -0.0362
O -2.0247 -6.4548 -1.0655
O -3.5414 -5.5145 0.3342
H -4.5284 -6.5631 2.6400
H -5.3932 -5.0791 2.7231
H -4.0326 -5.1458 3.7042
H -3.7447 -3.8553 1.5323
H -1.9286 -5.6859 2.9633
H -1.6968 -4.0964 2.3036
C -0.6842 -6.2696 -3.9705
C -1.8078 -5.2524 -4.0696
C -1.6802 -4.0542 -3.1832
O -2.4092 -3.0208 -3.9690
C -2.1257 -3.2800 -5.2741
O -2.3313 -2.5390 -6.1539
O -1.7873 -4.6091 -5.3917
H -0.7082 -6.7395 -3.0312
H 0.3205 -5.7954 -4.0060
H -0.7442 -7.0208 -4.7730
H -2.7432 -5.7770 -3.8220
H -0.6870 -3.5846 -2.9791
H -2.2545 -4.2088 -2.2293
C -0.1118 7.0611 0.9171
C 1.3839 6.8662 0.9813
C 1.8228 6.9483 2.4855
O 2.4207 5.6151 2.7723
C 2.2821 4.8818 1.6185
O 2.8518 3.8353 1.4433
O 1.6311 5.5019 0.6136
H -0.6350 6.4408 1.6451
H -0.5230 6.7550 -0.0598
H -0.3964 8.1097 1.0383
H 1.9931 7.4049 0.3049
H 0.8693 7.1503 3.1424
H 2.5924 7.7026 2.6962
C -4.2163 4.5956 -1.5193
C -4.1590 4.8034 -0.0538
C -4.3876 3.4928 0.6681
O -3.1308 2.9242 0.8930
C -2.2567 3.9875 1.0201
O -1.1227 3.9619 1.3811
O -2.7866 5.0982 0.4207
H -4.0195 5.5247 -2.0707
H -5.2805 4.2601 -1.6927
H -3.5701 3.8931 -1.8805
H -4.8527 5.5802 0.3013
H -4.9497 2.7457 0.0921
H -4.9268 3.6171 1.6071
C -0.3243 4.3327 -2.3760
C 1.0214 3.7989 -2.1038
C 1.1311 2.5111 -1.2279
O 1.8357 1.5629 -2.0482
C 2.0519 2.0706 -3.2549
O 2.5341 1.4390 -4.1240
O 1.7026 3.3933 -3.3141
H -0.1658 5.3085 -2.8237
H -0.9059 4.4440 -1.4097
H -0.9491 3.6657 -3.0270
H 1.5449 4.6619 -1.7787
H 0.2665 1.9777 -0.9333
H 1.7264 2.5603 -0.3222
C 0.5267 0.8895 -6.8541
C -0.1228 -0.0733 -5.9302
C 0.8518 -1.0859 -5.3600
O 0.3335 -1.3720 -4.0357
C -0.4263 -0.3171 -3.6918
O -0.8479 -0.2235 -2.5792
O -0.6808 0.5166 -4.6894
H 1.1912 0.4011 -7.6099
H 1.2123 1.6382 -6.4076
H -0.1616 1.4033 -7.4420
H -0.9008 -0.6257 -6.4949
H 1.8435 -0.6685 -5.1906
H 0.8379 -1.9520 -5.9460
C -0.1210 3.8721 4.7734
C 0.5665 2.6313 5.4703
C 2.0465 2.3769 4.9834
O 2.8487 2.9904 6.0039
C 2.1003 3.1534 7.0977
O 2.4322 3.5348 8.1877
O 0.7704 2.8747 6.8555
H 0.4589 4.7572 4.9623
H -1.1380 3.9007 5.2878
H -0.2167 3.7211 3.6893
H -0.1196 1.7673 5.4097
H 2.1777 2.9837 4.0698
H 2.3195 1.3326 4.8091
*
```

Its LUMO energy is -0.023 hartree. Its molar mass is 1330.18 g mol⁻¹. Its max |F| is 4.11 eV Å⁻¹. As for the total energy: -132142.16643 eV.